Entry 1:
Entry from OMol25: C4H10N2O in the gas phase at a distorted geometry (ωB97M-V/def2-TZVPD).

Last column: natural (NBO) charge in e.
Positions of all 17 atoms, in Å:
C1 -1.320 -0.888 0.915  -0.423
N1 -0.032 -0.219 1.093  -0.439
C2 0.959 -1.317 1.077  -0.422
C3 0.066 0.931 0.234  -0.316
C4 0.550 0.745 -1.200  0.668
N2 0.323 1.792 -2.141  -0.859
O1 1.031 -0.252 -1.683  -0.607
H1 -1.405 -1.698 0.167  0.179
H2 -1.746 -1.331 1.825  0.197
H3 -2.093 -0.182 0.569  0.186
H4 1.875 -0.899 1.510  0.191
H5 1.264 -1.649 0.085  0.215
H6 0.595 -2.156 1.652  0.201
H7 0.717 1.687 0.711  0.221
H8 -0.901 1.434 0.181  0.218
H9 0.352 1.403 -3.069  0.404
H10 -0.237 2.599 -1.925  0.384

* structure (SMILES): CN(C)CC(N)=O
* E_LUMO: 0.0314 Ha
* energy above the lowest of the compared OMol25 structures with the same formula, charge and spin: 1.718 eV
* HOMO level: -8.49 eV
* HOMO-LUMO gap: 9.342 eV

***

Entry 2:
Entry from OMol25: 2 unconnected molecules or ions with the total composition C4H10N2O at a distorted geometry (ωB97M-V/def2-TZVPD).

Last column: natural (NBO) charge in e.
Positions of all 17 atoms, in Å:
C1 -0.627 1.082 -1.319  -0.668
C2 -1.189 0.517 -0.071  0.136
N1 -1.076 -0.718 0.188  -0.445
C3 -1.585 -1.238 1.422  -0.433
H1 -1.591 1.634 -1.577  0.219
H2 -0.407 0.313 -2.051  0.229
H3 0.151 1.807 -1.097  0.241
H4 -1.529 1.247 0.682  0.148
H5 -2.420 -1.906 1.201  0.204
H6 -1.912 -0.460 2.127  0.170
H7 -0.805 -1.839 1.888  0.198
N2 2.409 -0.268 -0.848  -0.822
C4 1.970 0.105 0.369  0.531
O1 2.036 1.226 0.811  -0.620
H8 2.299 -1.205 -1.186  0.400
H9 2.788 0.437 -1.464  0.398
H10 1.489 -0.734 0.923  0.114

* structure (SMILES): C/C=N/C.NC=O
* E_LUMO: 0.0390 Ha
* energy above the lowest of the compared OMol25 structures with the same formula, charge and spin: 1.709 eV
* HOMO level: -9.54 eV
* HOMO-LUMO gap: 10.602 eV

***

Entry 3:
Entry from OMol25: C4H10N2O in the gas phase (ωB97M-V/def2-TZVPD).

Last column: natural (NBO) charge in e.
Positions of all 17 atoms, in Å:
C1 2.670 -0.338 -0.361  -0.415
N1 1.384 0.381 -0.465  -0.645
C2 0.331 -0.416 -0.105  0.775
O1 0.574 -1.590 0.164  -0.688
N2 -0.979 0.034 -0.075  -0.452
C3 -1.874 -0.945 0.522  -0.415
C4 -1.419 1.414 -0.031  -0.411
H1 3.040 -0.346 0.673  0.190
H2 2.542 -1.397 -0.621  0.246
H3 3.401 0.091 -1.040  0.194
H4 1.303 1.386 -0.586  0.399
H5 -1.933 -0.827 1.613  0.179
H6 -1.460 -1.929 0.313  0.256
H7 -2.871 -0.859 0.087  0.189
H8 -0.998 2.006 -0.851  0.200
H9 -2.508 1.423 -0.162  0.213
H10 -1.203 1.913 0.927  0.185

* structure (SMILES): CNC(=O)N(C)C
* E_LUMO: 0.0310 Ha
* energy above the lowest of the compared OMol25 structures with the same formula, charge and spin: 1.047 eV
* HOMO level: -8.94 eV
* HOMO-LUMO gap: 9.778 eV

***

Entry 4:
Entry from OMol25: C4H10N2O in the gas phase at a distorted geometry (ωB97M-V/def2-TZVPD).

Last column: natural (NBO) charge in e.
Positions of all 17 atoms, in Å:
C1 -1.043 0.415 1.738  -0.613
C2 -0.007 0.162 0.671  0.112
N1 1.187 -0.485 1.096  -0.874
C3 0.124 1.101 -0.480  -0.435
C4 -0.522 -0.220 -0.830  -0.125
N2 0.035 -1.202 -1.712  -0.344
O1 0.858 -0.591 -2.738  -0.603
H1 -0.654 1.098 2.497  0.211
H2 -1.328 -0.518 2.229  0.207
H3 -1.942 0.854 1.310  0.214
H4 1.966 0.142 1.261  0.392
H5 1.021 -1.337 1.618  0.386
H6 1.119 1.268 -0.868  0.232
H7 -0.508 1.979 -0.491  0.220
H8 -1.596 -0.167 -0.988  0.188
H9 0.649 -1.374 -0.799  0.360
H10 0.641 -1.124 -3.513  0.471

* structure (SMILES): C[C@]1(N)C[C@H]1NO
* E_LUMO: 0.0370 Ha
* energy above the lowest of the compared OMol25 structures with the same formula, charge and spin: 4.644 eV
* HOMO level: -9.01 eV
* HOMO-LUMO gap: 10.021 eV

***

Entry 5:
Entry from OMol25: C4H10N2O in the gas phase at a distorted geometry (ωB97M-V/def2-TZVPD).

Last column: natural (NBO) charge in e.
Positions of all 17 atoms, in Å:
C1 1.385 0.616 0.732  -0.417
C2 0.317 -1.533 -0.485  -0.622
N1 0.815 0.917 -1.204  -0.976
C3 -1.134 0.470 0.047  0.613
C4 0.136 -0.047 -0.327  -0.046
N2 -1.960 -0.091 0.990  -0.786
O1 -1.364 1.704 -0.362  -0.660
H1 -0.418 1.875 -0.987  0.519
H2 1.253 0.400 -1.963  0.342
H3 -2.077 -1.092 0.963  0.398
H4 -2.811 0.429 1.145  0.404
H5 1.093 1.610 1.046  0.218
H6 1.230 -0.082 1.566  0.151
H7 2.427 0.568 0.425  0.215
H8 -0.214 -1.900 -1.367  0.217
H9 1.376 -1.772 -0.607  0.227
H10 -0.054 -2.073 0.389  0.203

* E_LUMO (alpha / beta): 0.0239 / 0.0239 Ha
* energy above the lowest of the compared OMol25 structures with the same formula, charge and spin: 4.868 eV
* HOMO level (alpha / beta): -6.30 / -6.29 eV
* HOMO-LUMO gap (alpha / beta): 6.946 / 6.943 eV

***

Entry 6:
Entry from OMol25: C4H10N2O in the gas phase at a distorted geometry (ωB97M-V/def2-TZVPD).

Last column: natural (NBO) charge in e.
Positions of all 17 atoms, in Å:
N1 -2.278 -0.934 -1.796  -0.877
C1 -1.192 -0.103 -1.302  -0.035
N2 -0.240 -0.803 -0.422  -0.631
C2 0.198 0.015 0.745  -0.219
C3 1.653 0.313 0.739  -0.525
C4 2.080 1.105 1.926  0.463
O1 2.313 2.270 1.994  -0.504
H1 -2.868 -0.432 -2.431  0.365
H2 -2.182 -1.840 -2.232  0.372
H3 -1.660 0.733 -0.783  0.163
H4 -0.591 0.192 -2.172  0.155
H5 -0.774 -1.592 -0.067  0.360
H6 -0.407 0.934 0.636  0.181
H7 -0.227 -0.377 1.676  0.200
H8 2.118 -0.686 0.830  0.221
H9 2.046 0.751 -0.179  0.231
H10 2.013 0.453 2.838  0.079

* structure (SMILES): NCNCCC=O
* E_LUMO: 0.0394 Ha
* energy above the lowest of the compared OMol25 structures with the same formula, charge and spin: 2.551 eV
* HOMO level: -9.08 eV
* HOMO-LUMO gap: 10.152 eV

***

> Which value of energy above the lowest of the compared OMol25 structures with the same formula, charge and spin does entry 3 give?

1.047 eV

***

What did the first record say?
Entry from OMol25: C4H10N2O in the gas phase at a distorted geometry (ωB97M-V/def2-TZVPD).

Last column: natural (NBO) charge in e.
Positions of all 17 atoms, in Å:
C1 -1.320 -0.888 0.915  -0.423
N1 -0.032 -0.219 1.093  -0.439
C2 0.959 -1.317 1.077  -0.422
C3 0.066 0.931 0.234  -0.316
C4 0.550 0.745 -1.200  0.668
N2 0.323 1.792 -2.141  -0.859
O1 1.031 -0.252 -1.683  -0.607
H1 -1.405 -1.698 0.167  0.179
H2 -1.746 -1.331 1.825  0.197
H3 -2.093 -0.182 0.569  0.186
H4 1.875 -0.899 1.510  0.191
H5 1.264 -1.649 0.085  0.215
H6 0.595 -2.156 1.652  0.201
H7 0.717 1.687 0.711  0.221
H8 -0.901 1.434 0.181  0.218
H9 0.352 1.403 -3.069  0.404
H10 -0.237 2.599 -1.925  0.384

* structure (SMILES): CN(C)CC(N)=O
* E_LUMO: 0.0314 Ha
* energy above the lowest of the compared OMol25 structures with the same formula, charge and spin: 1.718 eV
* HOMO level: -8.49 eV
* HOMO-LUMO gap: 9.342 eV